Record 1
A cluster of 2 separate species, C9H11NO4 in total in a non-equilibrium geometry, computed with ωB97M-V with the def2-TZVPD basis set.

Summary:
E = -705.0641 Eh
relative energy (zero: lowest compared OMol25 entry of this formula, charge and spin) = 632.9 kJ/mol
Kohn-Sham gap (alpha / beta) = 7.595 / 6.514 eV

Each line ends with the natural charge from an NBO analysis.
Element x y z (Å)
C 0.58924 -2.53604 0.23098  -0.645
H -2.83613 0.58590 2.05778  0.210
H 2.71958 -2.55342 -0.47093  0.478
H -0.27905 -2.47240 1.00032  0.239
H 0.06779 -2.63531 -0.78954  0.227
H 1.71128 -1.02851 1.34063  0.216
C 0.86756 -0.18057 -0.48513  0.471
H -4.02960 1.89484 0.13632  0.219
C 1.48664 -1.35526 0.31591  -0.006
O 2.83526 2.06173 -0.08527  -0.384
H -0.69423 -0.21421 1.79682  0.205
C -2.97512 1.59539 0.15910  -0.202
C -1.10769 1.17441 -1.29171  -0.151
O 2.74630 -1.60264 -0.26289  -0.708
C -0.99446 0.44019 1.05269  -0.158
C -2.29876 0.84810 1.19824  -0.199
N 1.89806 1.65313 0.58021  0.444
O 1.60554 1.61520 1.75533  -0.387
O 1.42095 0.09703 -1.68506  -0.663
H 2.37283 -0.11799 -1.78834  0.526
H -2.71516 2.58466 -1.71097  0.217
C -0.46440 0.33687 -0.30806  -0.168
H 1.06728 -3.42585 0.43243  0.216
H -0.66438 1.42263 -2.17089  0.217
C -2.32930 1.81211 -1.00797  -0.214

Atoms 1-3, force components in eV/Å:
C -4.28 1.02 -0.39
H -0.55 -0.05 1.32
H 0.54 0.59 -0.12

***

Record 2
The ion C9H11NO4P with charge +1 in a non-equilibrium geometry, computed with ωB97M-V with the def2-TZVPD basis set.

Summary:
E = -1046.3678 Eh
net charge = +1
relative energy (zero: lowest compared OMol25 entry of this formula, charge and spin) = 51.4 kJ/mol
Kohn-Sham gap = 10.651 eV

Each line ends with the natural charge from an NBO analysis.
Element x y z (Å)
O 0.81085 0.71796 0.09980  -0.599
H 0.51315 0.46149 -3.33211  0.191
C -0.55611 -2.80679 1.85350  -0.178
C 2.13918 0.43066 -0.39514  -0.271
H 2.67985 1.46319 -0.70022  0.259
H -1.17647 1.19218 -3.88967  0.236
H -0.34359 -1.46264 -1.16614  0.242
H -1.05322 -3.66607 -0.04640  0.249
C 0.35321 -0.59716 2.09704  -0.256
C -0.03653 -1.80200 2.69882  -0.174
O -0.81249 0.93090 -1.88766  -0.804
C -2.13389 2.52042 1.17108  0.971
H 0.30429 2.25586 -3.23801  0.240
C -0.28903 1.24497 -3.16773  -0.292
H 0.02677 -1.71845 3.73800  0.243
H 0.61920 0.16558 2.84279  0.263
O -2.68074 3.10201 1.99635  -0.376
C 0.22294 -0.56756 0.70100  0.255
C -0.21325 -1.63518 -0.14117  -0.247
C -0.65097 -2.82183 0.47621  -0.168
H 2.68405 0.13367 0.49226  0.233
P -0.35405 1.81235 -0.67952  2.504
N -1.49946 1.72576 0.48495  -0.969
O 0.26294 3.06812 -1.02216  -1.013
H 2.09929 -0.34234 -1.17433  0.222
H -0.91591 -3.80511 2.18846  0.239

Atoms 1-3, force components in eV/Å:
O -2.02 -0.95 0.15
H -1.19 0.71 -0.48
C -0.36 -2.67 1.47

***

Record 3
The molecule C9H11NO4S in a non-equilibrium geometry, computed with ωB97M-V with the def2-TZVPD basis set.

Summary:
E = -1103.3601 Eh
structure (SMILES) = CO[C@]1(S(N)(=O)=O)Cc2ccccc2O1
relative energy (zero: lowest compared OMol25 entry of this formula, charge and spin) = 282.8 kJ/mol
Kohn-Sham gap = 8.758 eV

Each line ends with the natural charge from an NBO analysis.
Element x y z (Å)
H 2.70957 -1.28601 0.47313  0.408
H -0.13719 -2.81932 -1.76530  0.188
C -0.52790 -1.08210 0.26238  0.368
H -1.01742 4.46834 -0.59568  0.212
S 0.76795 -1.24607 1.62345  2.239
C -1.15884 2.56016 0.25914  -0.168
O -1.13636 -2.20275 -0.19252  -0.503
N 2.09334 -1.99278 0.92677  -1.086
H -1.25642 -3.87691 -1.06058  0.198
H 1.52126 1.67313 -2.40877  0.229
H 1.00319 4.05441 -1.74691  0.214
C -0.47709 -3.24093 -0.88664  -0.234
O 0.25643 -2.15468 2.55650  -0.946
C -0.51679 3.48365 -0.44844  -0.265
C 0.17563 0.92912 -0.71113  0.318
C 0.85015 1.89887 -1.56384  -0.271
H 0.35865 -3.56490 -0.27655  0.195
C -0.79165 1.23979 0.21874  -0.090
H -1.58797 0.03403 1.78783  0.252
O 0.36564 -0.36094 -0.94227  -0.537
C 0.46526 3.19312 -1.35410  -0.187
C -1.46852 -0.03350 0.77163  -0.480
H -2.41915 -0.07875 0.35662  0.242
O 1.10425 0.08045 2.10821  -0.920
H 2.66907 -2.57479 1.50069  0.414
H -1.84507 2.89937 1.10767  0.211

Atoms 1-3, force components in eV/Å:
H -0.81 -0.68 0.31
H 0.97 0.55 -2.11
C 1.82 -0.31 -1.78

***

Record 4
A structure of composition C9H11NO5Tm in a non-equilibrium geometry, computed with ωB97M-V with the def2-TZVPD basis set.

Summary:
E = -1864.5420 Eh
expectation value of S² = 2.002
net charge = +3
Kohn-Sham gap (alpha / beta) = 5.564 / 5.611 eV
multiplicity = 3

Each line ends with the natural charge from an NBO analysis.
Element x y z (Å)
N 1.27177 -1.04662 3.92630  -0.250
O -0.31515 3.84197 0.08029  -0.216
C -0.27023 0.24781 -4.27649  -0.390
O 3.12660 0.14259 -0.45078  -0.252
H 0.49938 2.21565 -4.04347  0.222
Tm -0.27363 0.20240 0.08237  1.879
C -0.01588 -0.44698 4.32813  -0.435
C -2.75932 -0.14439 -0.10765  0.415
C 0.05297 -1.99296 -0.90543  0.425
O 0.41303 -3.09117 -0.92878  -0.237
H 1.71076 -1.45244 5.93602  0.264
H 2.49252 -1.41875 2.24229  0.221
H -0.06827 0.61356 4.02707  0.228
H -0.86396 -0.98008 3.86579  0.231
O -3.88941 -0.35811 -0.17943  -0.217
C 1.99271 0.28436 -0.65405  0.432
C 2.19377 -1.57981 4.95544  -0.444
H -1.35003 2.04523 -3.91886  0.218
H 2.42665 -2.64408 4.79172  0.264
C 1.55603 -1.00920 2.63600  0.531
C -0.35164 2.69010 0.06740  0.413
H -0.08099 -0.52625 5.41896  0.273
H 3.16404 -1.05751 4.94680  0.262
C -0.37748 1.55976 -4.05054  -0.390
H 0.69966 -0.22601 -4.46291  0.220
O 0.70624 -0.48680 1.80674  -0.884
H -1.15081 -0.40049 -4.33976  0.217

Atoms 1-3, force components in eV/Å:
N 0.24 0.40 -2.48
O -0.22 -5.22 -0.07
C 0.07 -0.67 0.39